# 1
Here is a cluster of 13 separate species, C37H86F12N13O29S12 in total from the OMol25 dataset. Energies are from wB97M-V/def2-TZVPD.

Properties
HOMO level, eV: -8.115
Calculated total energy, eV: -281105.40196
Net charge: +1
Molecular weight, Da: 1789.937
Lowest unoccupied orbital energy, eV: -6.86
Max |F|, eV/A: 11.98

Structure (XYZ):
```
189
Properties=species:S:1:pos:R:3:forces:R:3:lowdin_charge:R:1
C 3.3412 -29.9066 -3.7412 -0.27 0.91 1.24 0.03
C 2.2842 -28.8123 -3.5573 0.18 2.65 -6.05 -0.28
O 1.8499 -28.1737 -4.5582 1.14 -2.61 5.49 0.12
N 2.0486 -28.2434 -2.1355 -0.46 -0.43 -0.84 0.08
H 1.1116 -28.5419 -1.9054 -0.74 0.17 0.21 0.18
H 2.6315 -28.7447 -1.4805 0.53 -0.16 0.27 0.17
C 2.2401 -26.7533 -1.9728 0.19 0.14 0.28 0.04
H 4.2543 -29.4368 -3.3756 0.27 0.15 0.35 0.10
H 3.6000 -30.1091 -4.7804 -0.85 -0.14 0.04 0.11
H 3.1833 -30.7699 -3.0947 -0.09 -0.17 -0.31 0.10
H 1.5282 -26.1852 -2.5716 0.47 -0.35 -0.48 0.11
H 3.3026 -26.6102 -2.1695 -0.29 0.55 -0.32 0.12
H 2.0350 -26.4433 -0.9481 0.08 -0.51 0.15 0.11
C 1.4869 -36.8311 -14.8829 0.06 -1.10 1.05 0.03
C 0.7494 -35.6808 -15.3657 0.37 -0.16 -2.77 -0.41
O 1.0045 -35.0987 -16.3656 -0.97 0.66 0.86 0.21
N -0.4721 -35.3195 -14.4963 1.04 1.28 -0.02 0.10
H -1.2552 -35.9078 -14.7432 -0.46 -0.19 -0.28 0.18
H -0.1535 -35.6046 -13.5813 -0.35 -0.05 0.71 0.16
C -0.7902 -33.8314 -14.5124 0.43 -0.12 0.40 0.04
H 0.8108 -37.5646 -14.4437 0.06 0.00 0.42 0.10
H 2.1415 -36.4025 -14.1240 0.33 -0.44 0.35 0.13
H 2.0697 -37.3785 -15.6237 -0.01 0.65 -0.19 0.12
H -1.7004 -33.6487 -13.9413 -0.18 -0.14 -0.56 0.11
H -0.7511 -33.4856 -15.5453 -0.46 -0.13 0.17 0.11
H -0.0009 -33.3181 -13.9631 0.18 -0.21 -0.11 0.11
C -2.4678 -12.6677 -4.5608 0.66 0.28 -0.60 0.04
C -2.6469 -12.7009 -6.0742 -4.09 -0.95 1.37 -0.35
O -3.7206 -12.9219 -6.6033 3.42 0.65 0.01 0.16
N -1.3566 -12.4445 -6.8496 -0.81 -0.05 0.09 0.10
H -1.3241 -11.4422 -6.9698 -0.05 0.66 -0.68 0.19
H -0.5884 -12.5871 -6.2097 0.64 -0.61 0.39 0.17
C -1.2235 -13.2644 -8.1082 -0.15 -0.37 0.52 0.05
H -1.9295 -13.5656 -4.2574 0.62 0.13 -0.02 0.11
H -3.3430 -12.6706 -3.9111 -0.46 0.12 -0.90 0.11
H -1.9138 -11.7534 -4.3477 0.44 -0.19 0.41 0.10
H -1.6802 -14.2138 -7.8285 0.11 -0.04 -0.36 0.11
H -0.1611 -13.4208 -8.2955 -0.19 0.23 -0.20 0.12
H -1.7853 -12.8168 -8.9280 0.26 0.05 0.21 0.11
C -7.5437 -18.7123 -7.7868 -1.38 -0.31 -0.27 0.03
C -7.6656 -20.2463 -7.7525 4.67 -0.33 2.23 -0.31
O -6.7932 -20.9516 -7.2198 -4.10 1.99 -2.27 0.14
N -8.8724 -20.9051 -8.4430 1.98 -0.98 0.18 0.12
H -9.5346 -21.2943 -7.7871 0.16 -0.61 0.93 0.18
H -9.4664 -20.2033 -8.8609 0.24 0.31 -1.28 0.17
C -8.2823 -22.0898 -9.2929 -1.97 -0.32 -0.48 0.06
H -6.8211 -18.2960 -7.0849 -0.21 -0.64 0.24 0.11
H -8.5478 -18.3219 -7.6211 -0.13 0.20 0.64 0.09
H -7.3351 -18.1980 -8.7250 0.34 -0.86 -0.62 0.10
H -7.7188 -21.7569 -10.1645 0.11 0.35 0.52 0.11
H -9.1535 -22.6368 -9.6534 -0.14 0.27 -0.26 0.10
H -7.7955 -22.8446 -8.6754 0.40 0.88 0.38 0.11
C -1.8434 -23.8213 -11.3305 0.07 0.64 0.68 0.03
C -0.7074 -24.5144 -10.5534 1.48 -1.37 -1.29 -0.47
C 0.5780 -24.4626 -11.3941 1.49 1.46 0.10 -0.12
C 1.1958 -22.9860 -11.5189 -0.51 -2.19 0.40 -0.13
C 1.5989 -22.6223 -10.0917 -0.60 1.02 -1.06 -0.14
C 0.4165 -22.5648 -9.0732 1.63 0.69 -0.44 -0.38
N -0.4470 -23.8186 -9.2517 -6.16 1.16 6.06 0.13
O -1.3497 -23.9857 -8.2203 5.76 0.36 -6.58 0.16
C -0.5304 -21.2779 -9.2702 0.21 -0.41 -0.80 0.02
C 1.1063 -22.5285 -7.6896 -1.53 -0.29 0.73 -0.01
C -0.9665 -26.0090 -10.3104 -0.49 0.36 1.31 -0.01
H -2.2253 -23.0164 -10.7025 -0.66 -0.20 -0.26 0.08
H -2.5871 -24.5674 -11.6103 -0.09 0.27 0.16 0.11
H -1.4152 -23.3394 -12.2095 -0.15 -0.16 -0.01 0.09
H 0.5270 -24.9409 -12.3723 -0.96 0.15 -0.01 0.13
H 1.2509 -25.1502 -10.8817 0.66 0.42 0.11 0.12
H 0.5015 -22.3011 -12.0055 -0.28 0.08 0.35 0.10
H 2.0481 -22.9909 -12.1984 0.17 -0.22 0.27 0.12
H 2.0378 -21.6250 -10.1206 -0.07 0.13 0.35 0.13
H 2.4114 -23.2759 -9.7744 -0.29 -0.19 0.28 0.13
H -0.9574 -21.1722 -10.2675 -0.04 -0.67 -0.21 0.08
H 0.0582 -20.3606 -9.2532 0.53 -0.31 0.60 0.10
H -1.3649 -21.1680 -8.5776 0.33 -0.48 0.34 0.09
H 1.8094 -21.7096 -7.5370 0.02 0.01 -0.74 0.12
H 1.6118 -23.4682 -7.4672 -0.01 0.04 -0.08 0.10
H 0.3296 -22.3461 -6.9469 0.08 -0.26 0.25 0.09
H -1.8196 -26.0712 -9.6347 -0.37 -0.46 -0.46 0.09
H -0.1587 -26.4939 -9.7623 0.28 0.21 -0.15 0.10
H -1.0802 -26.5321 -11.2599 -0.33 0.22 0.13 0.11
C 4.5765 -13.0528 -13.9892 0.83 -0.35 1.13 -0.08
C 5.7313 -14.0701 -13.7310 0.51 -0.20 0.69 -0.21
C 6.6457 -13.8216 -12.4387 -1.10 -1.45 -1.16 -0.07
N 7.7660 -14.9152 -12.2683 -1.03 1.32 0.60 -0.24
C 7.1641 -16.2272 -11.8199 0.47 -0.55 -1.27 0.03
C 8.7104 -14.9791 -13.5217 0.10 0.57 1.28 -0.04
C 10.1313 -15.0672 -12.8873 0.27 -1.83 0.04 -0.13
C 9.9298 -15.2671 -11.3964 0.60 1.28 1.19 -0.18
C 8.7106 -14.4565 -11.1374 -1.02 0.34 -0.60 -0.11
H 3.9897 -13.3368 -14.8628 0.44 0.31 -0.20 0.08
H 4.9970 -12.0472 -13.9918 -0.18 0.07 -0.66 0.07
H 3.8539 -13.0296 -13.1734 0.09 -0.29 0.24 0.07
H 6.3960 -14.1422 -14.5919 -0.01 0.41 -0.17 0.09
H 5.3061 -15.0725 -13.6793 -0.13 -0.03 0.28 0.09
H 6.0206 -13.9403 -11.5537 0.13 0.22 0.10 0.13
H 7.0867 -12.8250 -12.4619 0.28 -0.24 0.02 0.13
H 7.9574 -16.9690 -11.9127 -0.16 -0.08 -0.14 0.11
H 6.3494 -16.4832 -12.4973 0.12 -0.05 0.11 0.09
H 6.8292 -16.2924 -10.7847 0.01 0.84 -0.06 0.12
H 8.3483 -15.7067 -14.2481 0.24 -0.30 0.44 0.13
H 8.6454 -14.0023 -14.0011 -0.32 -0.04 0.08 0.12
H 10.7242 -15.9553 -13.1059 -0.09 0.18 -1.18 0.12
H 10.7257 -14.1760 -13.0886 -0.20 -0.09 -0.04 0.12
H 9.8693 -16.2739 -10.9831 -0.27 -0.20 -0.60 0.13
H 10.7596 -14.8478 -10.8274 0.11 0.16 -0.09 0.14
H 8.2549 -14.5452 -10.1512 -0.24 -0.13 -0.23 0.15
H 8.8175 -13.4028 -11.3951 0.57 0.06 0.42 0.13
C -5.9129 -22.9939 -19.9458 -0.55 0.46 0.86 -0.10
C -4.5017 -23.0669 -20.4145 1.55 -0.17 0.17 -0.25
C -3.4862 -23.3298 -19.2754 0.88 0.40 -0.25 -0.08
N -1.9727 -23.3586 -19.7592 0.04 -1.00 0.82 -0.23
C -1.5245 -21.9845 -20.2176 -1.50 -0.79 -0.44 0.04
C -1.7345 -24.4306 -20.8484 -0.82 0.43 0.18 -0.11
C -0.2707 -24.7525 -20.8031 1.06 -0.28 1.25 -0.12
C 0.1947 -24.3708 -19.3414 0.35 0.47 -0.71 -0.14
C -0.9914 -23.8163 -18.6413 -2.03 0.07 0.09 -0.12
H -6.3859 -23.9401 -19.6831 0.12 -0.05 -0.25 0.09
H -6.4790 -22.4579 -20.7076 -0.29 -0.24 0.18 0.09
H -5.9036 -22.3881 -19.0396 -0.43 0.18 0.06 0.08
H -4.2665 -22.0798 -20.8125 0.13 -0.10 -0.33 0.11
H -4.4236 -23.8201 -21.1985 0.28 0.06 -0.08 0.11
H -3.7110 -24.2106 -18.6739 0.36 -0.52 -0.54 0.13
H -3.4862 -22.5486 -18.5153 -0.15 0.41 -0.26 0.13
H -0.4660 -21.9314 -20.4723 -0.12 -0.20 0.36 0.12
H -1.8565 -21.3004 -19.4367 0.43 0.17 -0.17 0.12
H -2.1190 -21.8367 -21.1191 0.24 0.53 -0.01 0.10
H -2.1431 -24.0563 -21.7870 0.36 0.19 0.01 0.13
H -2.3136 -25.3311 -20.6440 -0.22 0.26 0.58 0.14
H 0.3085 -24.2238 -21.5601 0.01 -0.13 0.13 0.12
H -0.0773 -25.8242 -20.8511 -0.23 0.10 -0.70 0.12
H 0.9601 -23.5963 -19.3905 0.27 -0.35 0.07 0.12
H 0.5065 -25.2050 -18.7129 0.53 -0.05 -0.54 0.12
H -0.7732 -23.0305 -17.9182 -0.21 0.30 -0.36 0.14
H -1.5227 -24.5943 -18.0930 -0.11 -0.04 -0.08 0.13
N -7.8308 -28.0910 -12.8473 -0.10 -3.14 5.68 -0.25
S -7.2561 -28.7596 -14.0618 0.50 1.71 -8.83 0.35
O -8.1297 -29.6433 -14.8095 1.15 -1.09 1.54 -0.29
O -5.8291 -28.8280 -14.2330 -0.35 -0.57 0.50 -0.31
F -7.6082 -27.4590 -14.9392 0.50 1.28 -0.72 -0.25
S -7.7080 -29.5738 -11.9379 -1.17 -1.40 3.94 0.61
O -6.5165 -30.4372 -12.0664 -2.35 1.66 -0.72 -0.32
O -9.0184 -30.1902 -11.7215 2.34 1.15 -0.85 -0.30
F -7.3751 -28.9559 -10.4826 -0.34 0.52 -0.53 -0.23
N 10.1741 -22.3851 -5.4569 -2.58 -6.88 2.15 -0.26
S 9.8121 -21.0036 -5.7033 2.44 11.33 -3.03 0.39
O 10.1421 -20.1215 -4.5764 -1.76 -0.86 -1.71 -0.30
O 8.7514 -20.6963 -6.6674 0.67 -0.45 1.93 -0.32
F 11.1182 -20.6786 -6.6298 -0.13 -0.18 -0.25 -0.25
S 8.7833 -22.7602 -4.6008 -1.90 -4.21 4.02 0.62
O 7.4912 -23.0938 -5.2516 3.23 0.98 0.38 -0.33
O 8.6598 -22.1648 -3.2611 0.32 -0.27 -2.90 -0.30
F 9.3623 -24.2256 -4.1636 -0.40 0.47 -0.74 -0.24
N -2.1198 -18.9153 -14.8235 -4.74 0.64 1.12 -0.28
S -1.4106 -17.5740 -14.9945 6.98 3.63 -2.66 0.42
O -0.9030 -16.8729 -13.8302 -1.47 -0.58 -0.39 -0.31
O -1.6837 -16.7722 -16.1789 -0.76 -0.77 1.65 -0.30
F -0.0035 -18.2570 -15.5008 -0.26 -0.35 0.22 -0.26
S -3.6748 -18.2162 -14.4629 -2.68 0.32 -1.31 0.57
O -4.4092 -17.5091 -15.5662 2.57 -1.95 3.07 -0.31
O -3.8350 -17.7441 -13.1028 0.73 0.08 -1.32 -0.31
F -4.4069 -19.5854 -14.3762 -0.35 -1.23 -0.29 -0.20
N 7.2655 -30.0438 -12.1160 3.77 -5.27 -0.17 -0.26
S 7.0350 -31.6595 -11.8086 2.25 -3.81 -0.21 0.59
O 6.4620 -32.3914 -12.9327 0.83 1.08 1.52 -0.31
O 6.5725 -32.0332 -10.4581 1.12 0.86 -2.74 -0.31
F 8.6235 -32.0824 -11.8519 -1.59 0.50 0.18 -0.22
S 5.9237 -29.6571 -11.6638 -7.00 8.09 1.84 0.39
O 5.6440 -29.4752 -10.2490 -0.07 -1.24 -1.16 -0.31
O 4.8245 -29.9597 -12.5717 0.67 -0.43 1.19 -0.32
F 6.1948 -28.0848 -11.9980 -0.27 0.19 -0.47 -0.25
N 2.7468 -13.3353 -4.2967 -1.82 -5.61 -2.22 -0.30
S 3.4468 -14.8261 -4.7231 -0.37 -3.83 0.65 0.58
O 4.3256 -15.5048 -3.7357 -2.27 2.30 -2.36 -0.28
O 3.7562 -14.9925 -6.1237 -0.38 0.70 0.89 -0.32
F 2.0555 -15.6471 -4.5976 0.24 0.33 -0.06 -0.24
S 4.0187 -12.7589 -3.7966 7.43 6.01 1.56 0.40
O 5.1706 -12.7401 -4.7679 -2.49 -0.99 2.32 -0.34
O 4.3124 -12.8344 -2.3815 -0.41 -0.20 -1.69 -0.27
F 3.5159 -11.2762 -4.0174 -0.33 1.46 0.49 -0.23
N -0.5431 -19.2937 1.9758 1.25 -1.88 5.79 -0.28
S 0.8168 -19.9923 2.8031 -0.06 0.81 3.36 0.60
O 1.4933 -19.1517 3.7895 -1.76 -0.81 -1.79 -0.29
O 1.6892 -20.8791 2.0877 -1.24 0.13 0.19 -0.29
F -0.2068 -20.8608 3.6791 0.77 -0.36 0.00 -0.22
S 0.0981 -19.1822 0.6684 4.38 1.81 -10.11 0.42
O 0.1508 -20.3884 -0.2252 -1.04 2.65 1.96 -0.37
O 1.3163 -18.3375 0.5389 -2.10 -1.81 0.84 -0.34
F -0.9914 -18.1592 0.0416 -0.36 -0.70 -0.34 -0.24
```
Positions in Å, forces in eV/Å.

***

# 2
Here is the molecule C6H7N from the OMol25 dataset. Energies are from wB97M-V/def2-TZVPD.

Properties
HOMO level, eV: -9.750
Calculated total energy, eV: -7824.78733
Molecular weight, Da: 93.129
SMILES: N#CC1CC=CC1
Lowest unoccupied orbital energy, eV: 0.88
Max |F|, eV/A: 1.13
ΔE to the lowest compared entry with this formula, charge and spin, kcal/mol: 19.8

Structure (XYZ):
```
14
Properties=species:S:1:pos:R:3:forces:R:3:lowdin_charge:R:1
N -0.5425 2.8472 -1.2084 0.12 -0.89 0.69 0.15
C -0.3829 1.9549 -0.4885 -0.11 0.88 -0.65 -0.20
C -0.1511 0.8278 0.4157 0.04 -0.07 0.08 -0.27
C 1.2413 0.1719 0.1480 0.07 0.00 -0.01 -0.14
C 0.9009 -1.2329 -0.2750 -0.11 -0.04 0.03 -0.09
C -0.4030 -1.4805 -0.2389 0.16 -0.04 0.00 -0.09
C -1.2135 -0.2966 0.2194 -0.07 -0.08 -0.01 -0.14
H -0.1972 1.2227 1.4347 0.00 -0.05 -0.14 0.14
H 1.7889 0.7063 -0.6351 -0.04 -0.04 0.13 0.11
H 1.8688 0.1851 1.0489 -0.13 0.01 -0.17 0.11
H 1.6668 -1.9467 -0.5669 -0.15 0.11 0.04 0.10
H -0.8622 -2.4313 -0.4938 0.06 0.15 0.02 0.10
H -1.9740 -0.0149 -0.5159 0.09 0.00 0.10 0.11
H -1.7402 -0.5131 1.1558 0.06 0.06 -0.11 0.11
```
Positions in Å, forces in eV/Å.

***

# 3
Here is the molecule C6H11O2P from the OMol25 dataset. Energies are from wB97M-V/def2-TZVPD.

Properties
HOMO level, eV: -8.410
Calculated total energy, eV: -19782.01828
Molecular weight, Da: 146.126
Lowest unoccupied orbital energy, eV: 0.60
Max |F|, eV/A: 5.44
ΔE to the lowest compared entry with this formula, charge and spin, kcal/mol: 39.5

Structure (XYZ):
```
20
Properties=species:S:1:pos:R:3:forces:R:3:lowdin_charge:R:1
C 1.1605 0.9999 -0.3810 1.75 -0.37 -0.43 -0.21
C -0.2466 1.4821 -0.1980 1.75 -3.25 -0.78 -0.30
C 1.9582 0.8650 0.9722 -5.24 1.44 -0.25 -0.49
C 3.3321 0.6241 1.0360 4.00 1.90 0.51 -0.04
C -3.0762 -1.8303 -0.8412 0.84 1.40 -0.48 -0.13
C -1.6235 -1.3851 -0.4858 0.68 2.20 -1.63 -0.28
O -2.7712 1.1565 0.2199 -3.77 0.64 0.77 -0.35
O 1.2968 0.9257 2.0019 0.58 -0.21 -0.72 0.06
P -1.5380 0.5004 -0.0815 1.73 -0.74 -1.01 0.79
H 1.5766 1.6303 -1.2197 0.42 -0.40 1.25 0.12
H -0.2760 2.5177 -0.0671 -0.76 1.31 0.43 0.06
H 1.4484 -0.0300 -0.7281 -1.32 0.34 -0.29 0.12
H 3.9478 1.1633 0.2584 -0.72 -0.23 0.87 0.12
H 3.6504 -0.3726 0.9521 0.04 -1.63 -0.03 0.08
H 3.5284 0.9769 2.0801 0.75 -0.36 -0.95 0.12
H -3.7101 -1.3670 -0.1015 -0.58 0.31 -0.15 0.06
H -3.4487 -1.6822 -1.8977 0.72 0.36 1.26 0.10
H -3.1256 -2.8565 -0.6602 -0.06 -1.83 0.24 0.04
H -0.8451 -1.5395 -1.2850 -0.85 -0.03 0.73 0.09
H -1.2383 -1.7787 0.4263 0.03 -0.85 0.66 0.05
```
Positions in Å, forces in eV/Å.

***

Q: The lowest calculated total energy belongs to which entry?
A: C37H86F12N13O29S12